DFT (the ωB97M-V functional and the def2-TZVPD basis) results for C5H3F in the gas phase.

Last column: natural (NBO) charge in e.
Cartesian coordinates (Å):
C1 0.48 -0.60 0.53  -0.39
C2 -0.15 -0.41 -0.59  -0.07
C3 -0.37 -1.20 -1.73  -0.10
C4 -1.66 -0.86 -1.97  0.37
F1 -2.62 -1.14 -2.74  -0.25
C5 -1.33 0.30 -1.29  -0.18
H1 0.48 -0.06 1.43  0.21
H2 1.11 -1.40 0.68  0.20
H3 -1.07 1.24 -1.80  0.20

Results
Net charge: 0
Molecular weight, g/mol: 82.08
F_max, eV/A: 2.85
Structure (SMILES): C=C1C2=C(F)[C@@H]12
Relative energy (zero: lowest compared OMol25 entry of this formula, charge and spin), kcal/mol: 49.1
E_tot, eV: -7944.994
Kohn-Sham gap (spin up / spin down), eV: 9.00 / 9.00